[1]
The following is a DFT calculation (wB97M-V/def2-TZVPD) of a 7-piece molecular cluster, C28H38N4O9 overall.

## Properties
Molar mass in g mol⁻¹: 574.63
LUMO energy in eV: 0.39
Electronic energy in a.u.: -1985.92465
HOMO energy in eV: -8.3
SMILES: C[C@H]1COC(=O)O1.C[C@H]1COC(=O)O1.C[C@H]1COC(=O)O1.c1cc[nH]c1.c1cc[nH]c1.c1cc[nH]c1.c1cc[nH]c1
Orbital gap in eV: 8.65
Charge: 0

Geometry as XYZ:
```
79
Properties=species:S:1:pos:R:3:forces:R:3
C 3.33860 -1.16370 -6.82905 0.147 -0.272 0.852
C 2.66772 -0.85338 -5.49279 0.591 0.752 -0.145
C 2.62809 0.62887 -5.08715 -0.203 0.304 -0.035
O 1.23407 0.91637 -4.98047 -0.011 0.420 0.100
C 0.49921 -0.11687 -5.39301 0.134 -0.022 -0.603
O -0.66664 -0.06752 -5.62274 -0.052 -0.309 0.343
O 1.29083 -1.20235 -5.60930 -0.311 -0.146 0.293
H 2.81533 -0.67052 -7.64394 -0.090 -0.113 -0.068
H 3.32102 -2.25029 -6.91351 -0.098 0.038 -0.489
H 4.38810 -0.86654 -6.84647 -0.027 0.144 0.136
H 3.14716 -1.36979 -4.65950 -0.257 -0.539 -0.197
H 3.04520 1.30274 -5.83832 0.061 -0.113 -0.036
H 3.07595 0.83835 -4.11762 0.063 -0.103 -0.027
C -1.05018 0.89050 1.16603 1.288 0.146 0.166
C 0.02483 0.05110 0.48641 -0.923 -0.460 0.612
C -0.40152 -0.51154 -0.87094 -0.038 1.158 -0.368
O 0.63112 -0.01896 -1.73843 0.142 -0.794 -0.063
C 1.52745 0.72018 -1.06024 -0.434 -0.294 -0.647
O 2.48880 1.16755 -1.59174 0.715 0.435 0.134
O 1.17196 0.87436 0.22125 -0.081 -0.318 -0.008
H -1.91181 0.28826 1.42898 -0.228 0.104 -0.338
H -1.24204 1.74518 0.51701 -0.533 -0.083 0.040
H -0.62419 1.28432 2.09276 -0.083 0.029 0.018
H 0.32702 -0.79039 1.11226 0.198 0.219 0.239
H -1.30929 -0.04611 -1.25239 -0.194 -0.161 0.252
H -0.50995 -1.59400 -0.89109 0.289 0.002 -0.115
C 2.39987 -2.93576 1.67039 0.466 0.139 -0.097
C 3.86347 -3.17656 1.35571 0.626 1.015 -0.204
C 4.45682 -2.24284 0.27194 -0.726 -0.517 -0.505
O 5.69000 -1.81745 0.81656 0.519 0.294 -0.772
C 5.70724 -2.02376 2.12504 -0.747 0.106 1.086
O 6.49833 -1.60279 2.90448 0.455 -0.010 -0.127
O 4.61747 -2.73058 2.50118 -0.053 -0.561 0.158
H 2.30906 -1.85100 1.75712 -0.289 -0.011 -0.005
H 2.13213 -3.34741 2.64135 0.005 -0.214 -0.065
H 1.73858 -3.31815 0.89487 -0.037 -0.009 -0.030
H 4.18399 -4.18663 1.09738 -0.413 -0.252 0.381
H 3.82437 -1.38146 0.04136 0.061 0.085 0.228
H 4.64349 -2.77519 -0.66092 0.097 0.045 0.046
C -2.92470 3.80722 2.41585 -0.722 0.056 0.059
C -4.20843 4.41683 2.16867 0.573 -1.049 -0.254
C -4.00500 5.75081 2.11613 0.034 1.050 -0.173
N -2.67848 6.02269 2.37474 -0.097 -1.036 -0.446
C -2.02469 4.81511 2.49483 0.542 0.466 0.355
H -2.68379 2.77352 2.59907 -0.143 -0.068 -0.217
H -5.11488 3.89968 1.89933 -0.117 0.069 0.281
H -4.68688 6.52661 1.80750 0.026 0.088 0.257
H -2.21683 6.90729 2.30482 -0.097 0.166 -0.027
H -0.95750 4.74142 2.63065 -0.033 0.220 0.152
C 1.51340 -0.01869 4.35661 -1.774 -0.537 0.622
C 2.66998 0.71514 4.09957 1.168 -0.042 -0.271
C 3.71313 0.04217 4.71768 -0.449 -0.095 0.310
N 3.17112 -1.03085 5.37027 -0.563 -0.131 0.238
C 1.80819 -1.06763 5.18958 0.957 0.182 -0.361
H 0.48038 0.17024 4.09199 0.223 0.344 -0.262
H 2.73567 1.60617 3.49848 0.133 -0.004 -0.003
H 4.77023 0.20889 4.83201 0.005 0.236 -0.321
H 3.65959 -1.67006 5.96894 0.256 0.036 -0.093
H 1.18382 -1.80835 5.65569 0.024 -0.069 -0.024
C -2.21353 -3.77665 0.31256 0.441 -0.254 -0.598
C -3.17766 -2.91568 -0.26607 -0.412 0.889 0.246
C -3.43516 -1.93807 0.66524 0.179 0.160 0.448
N -2.62983 -2.15803 1.75090 0.138 -0.734 0.322
C -1.90186 -3.30965 1.55656 -0.073 0.193 -0.191
H -1.70194 -4.59007 -0.17858 -0.216 -0.145 0.072
H -3.64685 -2.90181 -1.23624 0.139 -0.393 -0.062
H -4.10508 -1.09487 0.72317 -0.102 -0.073 -0.448
H -2.69900 -1.67696 2.62851 -0.038 0.053 0.022
H -1.22190 -3.74104 2.27072 -0.018 0.280 0.190
C -4.07333 0.75191 -1.83770 -0.539 0.432 -0.055
C -4.80715 0.86125 -3.05002 -0.772 0.157 -0.252
C -5.70996 1.89456 -2.90208 0.515 -0.055 0.252
N -5.50571 2.42221 -1.66309 -0.382 0.621 0.290
C -4.52720 1.76227 -1.00390 0.710 -1.009 -0.118
H -3.37388 -0.02546 -1.59339 0.195 0.076 0.021
H -4.77248 0.25527 -3.94063 0.290 -0.131 0.110
H -6.45020 2.36483 -3.52594 0.053 -0.289 -0.275
H -6.03799 3.18595 -1.28813 0.098 0.057 0.038
H -4.18530 2.02555 -0.01669 -0.180 0.148 0.026
```
Forces are in eV/Å.

Charges obtained by Löwdin population analysis, quoted in units of e: -0.0213 -0.3146 -0.0776 0.0685 -0.5723 0.1580 0.0737 0.0921 0.0837 0.0852 0.1475 0.1326 0.1163 -0.0195 -0.3026 -0.0617 0.0664 -0.5832 0.1552 0.0959 0.0595 0.0977 0.0734 0.1266 0.1098 0.1251 -0.0157 -0.2857 -0.0846 0.0875 -0.5876 0.1568 0.0611 0.0736 0.0852 0.0858 0.1515 0.1300 0.1334 -0.1169 -0.1156 -0.1507 0.0201 -0.1445 0.0748 0.0848 0.1071 0.1403 0.1095 -0.1494 -0.1035 -0.1168 0.0114 -0.1381 0.0822 0.0929 0.1115 0.1453 0.1016 -0.1221 -0.1013 -0.1491 0.0024 -0.1401 0.0940 0.0981 0.1080 0.1421 0.1048 -0.1043 -0.0967 -0.1316 -0.0074 -0.1396 0.0561 0.0922 0.1064 0.1442 0.0921

---

[2]
The following is a DFT calculation (wB97M-V/def2-TZVPD) of C13H52F3MgO27S4 as an isolated structure.

## Properties
Molar mass in g mol⁻¹: 850.10
LUMO energy in eV: -2.42
Electronic energy in a.u.: -4650.36837
HOMO energy in eV: -11.9
Orbital gap in eV: 9.49
Charge: +1

Geometry as XYZ:
```
100
Properties=species:S:1:pos:R:3:forces:R:3
Mg -7.28545 18.15191 -28.58726 1.467 0.175 -0.424
C -5.78954 21.12365 -25.82045 -1.373 -0.345 -0.267
F -4.79353 20.21512 -25.97647 -0.592 1.645 0.438
F -6.62647 20.63534 -24.81799 1.160 0.897 -1.619
F -5.40863 22.37312 -25.46410 0.168 -1.895 -0.327
S -6.72181 21.23813 -27.53979 1.382 4.124 -0.996
O -7.97869 21.94488 -27.27573 0.895 -0.668 0.520
O -5.84131 21.96704 -28.50966 -1.350 -1.711 2.415
O -6.92933 19.87758 -27.92841 -0.055 -0.861 1.111
O -4.25598 13.94001 -28.93899 -1.395 -1.203 -2.580
S -4.88397 13.39770 -30.17021 1.522 0.252 -1.222
O -6.05776 13.99410 -30.78538 1.281 -0.090 1.063
O -3.73846 13.27309 -31.42918 -4.054 1.078 2.051
C -2.47885 12.99969 -30.98808 3.903 0.203 -1.439
C -1.60227 14.24090 -30.88816 0.147 -0.217 1.840
C -5.11292 11.63772 -30.06559 -0.918 0.901 0.530
H -2.06221 12.43174 -31.81991 0.113 -0.396 -0.009
H -2.28065 12.38321 -30.11128 -0.942 -0.012 0.344
H -1.90867 14.81050 -30.01080 -0.637 0.671 -0.405
H -1.48723 14.85093 -31.78411 -0.120 -0.231 0.158
H -0.65784 13.91308 -30.45377 0.565 -0.188 -0.802
H -5.65466 11.32839 -30.95942 0.419 0.106 -0.128
H -5.83289 11.56217 -29.25070 0.378 -0.614 0.366
H -4.12716 11.19019 -29.93876 -0.423 -0.182 0.232
O -3.68304 18.48708 -23.31702 -2.293 -1.948 -0.551
S -4.83132 17.59757 -23.57042 -0.778 0.732 -0.368
O -5.85616 17.96547 -24.58267 2.443 -1.121 1.873
O -4.29372 16.05989 -23.94971 -0.879 2.704 -0.032
C -3.11666 15.73560 -23.21403 0.263 -1.202 1.253
C -2.84173 14.23741 -23.48743 0.209 1.092 0.163
C -5.75602 17.24983 -22.02457 0.753 -0.427 -0.191
H -3.32263 15.86848 -22.15195 -0.249 -0.280 0.275
H -2.31283 16.46438 -23.31814 0.143 -0.326 -1.058
H -1.80429 14.04554 -23.21355 -0.021 -0.237 -0.231
H -3.04434 14.01905 -24.53594 0.299 -0.039 0.000
H -3.48170 13.59550 -22.88205 -0.049 0.166 -0.007
H -6.57646 16.55348 -22.19800 -0.017 0.357 -0.545
H -6.10525 18.16912 -21.55441 0.150 0.004 -0.352
H -5.08537 16.70817 -21.35752 0.243 0.345 0.033
O -9.13428 16.27920 -24.23636 0.980 0.975 -0.593
S -9.39011 17.61285 -23.74050 -2.419 0.558 3.065
O -8.49573 18.35399 -22.82169 -1.512 -1.295 -2.954
O -10.00722 18.47417 -25.04908 1.180 -3.160 1.378
C -10.16792 19.82509 -24.93236 -0.377 4.530 0.181
C -11.17799 20.42193 -23.91246 0.382 -1.559 0.911
C -11.02377 17.32650 -22.79064 0.503 0.558 -1.741
H -10.48579 20.24138 -25.88827 -0.071 -0.631 -0.477
H -9.21513 20.33711 -24.79769 0.254 -0.227 0.292
H -12.14280 19.91480 -23.91909 -0.206 0.220 -0.517
H -11.31601 21.50279 -23.94079 0.225 -0.159 -0.553
H -10.82075 20.19703 -22.90752 0.216 0.184 0.212
H -11.76127 17.82226 -23.42185 0.020 0.324 0.312
H -11.03829 17.72932 -21.77791 0.309 -0.237 -0.202
H -11.28938 16.27837 -22.92842 0.552 -0.075 0.574
O -11.00427 16.53163 -29.36245 0.220 0.120 0.192
H -11.74230 16.87364 -28.85790 -0.388 0.106 0.044
H -11.40800 16.09701 -30.11368 -0.055 -0.151 -0.318
O -7.77585 16.47735 -29.42073 -0.407 -0.975 -0.518
H -8.67578 16.29531 -29.69131 -0.564 -0.056 0.112
H -7.24195 15.88227 -29.94709 0.632 -0.379 -0.097
O -5.43800 18.08054 -29.34515 0.020 -0.326 -0.066
H -4.85496 17.59935 -28.75799 0.683 -0.532 0.556
H -4.92743 18.19927 -30.14606 0.182 0.423 -0.596
O -3.61171 16.48321 -27.97228 0.190 0.413 0.116
H -3.65725 15.57006 -28.25567 -0.239 -0.465 -0.300
H -3.10090 16.45820 -27.16316 0.104 0.210 0.240
O -6.46544 17.14294 -27.00452 -0.528 -0.003 -0.713
H -6.68748 16.23174 -26.81308 -0.100 -0.735 -0.068
H -5.90089 17.40989 -26.27909 0.226 0.548 0.590
O -7.08273 14.59730 -25.80039 0.268 0.070 -0.257
H -7.52794 13.75051 -25.76939 -0.001 -0.246 -0.104
H -7.63991 15.18040 -25.28485 -0.367 0.349 0.484
O -4.70673 20.46231 -31.04256 0.058 -0.419 -0.569
H -5.32161 20.80154 -30.39211 -0.263 0.287 0.483
H -3.84246 20.66226 -30.68300 0.171 0.140 0.120
O -9.14876 22.07550 -29.76077 -0.247 -0.452 -0.716
H -9.86841 22.70245 -29.68816 -0.153 0.117 -0.119
H -8.62830 22.21489 -28.96961 0.290 0.180 0.646
O -7.28372 18.73846 -32.84448 -0.065 -0.270 -0.127
H -7.49167 17.84169 -33.10676 -0.199 -0.277 -0.135
H -6.62637 19.02732 -33.47748 0.271 0.379 -0.061
O -3.67490 17.35121 -31.66780 -0.127 -0.197 0.312
H -2.91609 17.67742 -32.15158 0.245 0.181 -0.048
H -4.37458 17.30798 -32.31956 -0.194 -0.014 -0.198
O -7.65678 19.23242 -30.26713 -0.432 0.066 -0.061
H -8.09005 20.08473 -30.31264 -0.346 0.566 0.215
H -7.49979 18.99392 -31.18076 0.324 -0.143 -0.754
O -9.13975 18.30989 -28.13072 -1.392 0.191 0.768
H -9.92612 17.76791 -28.19495 0.051 -0.469 -0.316
H -9.44685 19.13473 -27.75449 0.190 0.561 0.161
C -11.01857 13.09342 -26.26036 -0.876 1.443 0.408
C -11.02614 14.42751 -27.07983 0.891 -1.477 1.652
O -10.01455 14.11837 -28.03082 0.585 -0.311 -0.597
C -9.93864 12.76308 -28.16847 0.009 -1.148 -1.990
O -9.42691 12.13530 -29.06956 -0.177 1.651 1.356
O -10.64789 12.15550 -27.21346 -0.204 -0.945 -0.260
H -11.99455 12.93445 -25.80178 0.024 -0.539 -0.274
H -10.26409 13.04037 -25.47547 0.014 0.575 0.171
H -10.68253 15.16354 -26.35299 -0.130 0.657 -0.646
H -11.95877 14.64147 -27.60186 0.013 0.033 0.283
```
Forces are in eV/Å.

Löwdin atomic charge list, values in e, 99 entries: 0.4930 -0.5093 0.1119 0.0716 0.1318 0.6022 -0.3150 -0.2950 -0.3301 -0.2981 0.7398 -0.2840 -0.2314 -0.3683 -0.0581 -0.0940 0.1293 0.1204 0.0614 0.0859 0.0823 0.0880 0.0770 0.0745 -0.2770 0.7482 -0.3290 -0.2581 -0.2928 -0.0402 -0.0956 0.0979 0.1155 0.0810 0.0749 0.0783 0.0645 0.0776 0.0580 -0.3152 0.7469 -0.2852 -0.2471 -0.3183 -0.0526 -0.0663 0.1207 0.1123 0.0696 0.0914 0.0656 0.0369 0.0735 0.0570 -0.0163 0.0600 0.0748 0.0136 0.0698 0.0712 -0.0351 0.0227 0.0393 -0.0238 -0.0065 0.0585 -0.0200 0.0382 0.0271 -0.0231 0.0454 -0.0018 -0.0451 -0.0027 0.0455 -0.0485 0.0412 -0.0305 -0.0062 0.0635 0.0715 -0.0261 0.0524 0.0377 -0.0379 0.0639 0.0137 0.0053 0.0567 0.0863 -0.1230 -0.1052 0.0269 -0.5438 0.1454 0.0746 0.1366 0.1296 0.1186

---

[3]
The following is a DFT calculation (wB97M-V/def2-TZVPD) of C18H25N2OPdSTe4 as an isolated structure.

## Properties
Molar mass in g mol⁻¹: 934.30
LUMO energy (alpha / beta) in eV: 1.46 / 1.46
Electronic energy in a.u.: -2483.94251
HOMO energy (alpha / beta) in eV: -3.9 / -3.9
Orbital gap (alpha / beta) in eV: 5.32 / 5.33
Charge: -1

Geometry as XYZ:
```
52
Properties=species:S:1:pos:R:3:forces:R:3
Pd -0.22341 -1.55623 0.43218 0.446 -0.277 0.094
Te -1.27768 -1.79834 -1.99999 0.080 0.062 0.180
Te -2.43928 -3.24684 -0.05306 -0.324 0.119 0.128
Te -2.39421 -1.37869 2.09606 0.006 -0.126 -0.530
Te -0.00150 -2.05477 3.01521 0.218 0.014 -0.044
C 4.83016 1.51170 0.66409 0.238 -0.072 0.085
C 4.36678 0.20633 1.21070 0.055 -0.088 -0.189
C 4.62973 -0.27908 2.46728 0.045 0.051 0.078
C 3.89683 -1.38293 2.90773 -0.247 -0.154 -0.271
N 3.05448 -2.04784 2.11720 0.522 0.098 0.385
C 2.91262 -1.64721 0.85560 -0.093 -0.075 -0.085
S 1.95966 -2.47585 -0.29312 -0.561 0.028 -0.008
N 3.55741 -0.53129 0.43215 0.476 0.023 0.179
C 3.93866 -1.82251 4.33469 0.043 -0.010 0.013
H 5.49724 2.00440 1.36798 0.037 -0.021 0.005
H 3.95256 2.15081 0.49819 0.461 -0.142 0.054
H 5.34295 1.37944 -0.29007 -0.023 -0.013 -0.017
H 5.26904 0.26889 3.14359 0.019 0.004 -0.031
H 3.23901 -0.14794 -0.45434 -0.188 -0.018 0.031
H 4.75071 -1.34518 4.88036 0.001 -0.015 0.024
H 4.03043 -2.90574 4.39262 0.002 -0.011 0.001
H 2.98785 -1.54823 4.79819 0.002 0.009 0.013
C -0.15508 2.30573 2.36242 0.037 -0.049 -0.070
C 1.34302 2.60453 2.49415 -0.083 -0.005 -0.039
C 2.05579 1.44776 3.18678 0.000 0.066 -0.010
C 1.95456 2.96019 1.14998 -0.376 0.176 0.072
C 2.55119 4.20095 0.99280 -0.023 -0.021 0.029
C 3.03365 4.64323 -0.23381 0.050 -0.006 0.013
C 2.81064 3.83455 -1.34195 -0.030 -0.050 -0.005
C 2.20203 2.59030 -1.25058 0.099 0.051 -0.081
C 1.80327 1.89979 -2.54526 -0.174 0.028 0.014
C 0.27569 1.98594 -2.67927 0.022 -0.077 0.085
C 2.26108 0.45262 -2.72354 -0.067 0.149 0.189
C 1.84486 2.05411 0.03640 -0.248 0.437 -0.140
O 1.46720 0.84203 0.18732 -0.497 0.037 -0.121
H -0.58121 2.01256 3.32626 0.009 0.014 0.011
H -0.30558 1.48436 1.65866 -0.015 0.028 0.045
H -0.69307 3.18259 1.99597 -0.001 -0.005 -0.019
H 1.45119 3.49180 3.13054 0.010 -0.002 -0.014
H 1.98312 0.56150 2.55830 -0.034 -0.018 0.063
H 1.59400 1.22157 4.15193 -0.003 -0.003 0.007
H 3.10898 1.69093 3.35178 -0.041 0.007 0.031
H 2.63232 4.84769 1.86307 0.001 -0.004 0.007
H 3.50617 5.61235 -0.33380 0.009 -0.007 0.000
H 3.09202 4.19539 -2.32816 0.015 -0.001 -0.002
H 2.25320 2.48734 -3.35495 -0.058 0.030 0.003
H -0.19642 1.43266 -1.86024 0.047 0.012 -0.106
H -0.07148 1.56951 -3.62910 0.003 -0.044 0.007
H -0.05332 3.02385 -2.61414 -0.014 0.032 -0.027
H 1.78726 -0.17075 -1.96478 0.176 -0.086 0.010
H 3.35518 0.38295 -2.67256 -0.069 -0.118 0.072
H 1.94786 0.06160 -3.69290 0.043 0.043 -0.121
```
Forces are in eV/Å.

Charges obtained by Löwdin population analysis, quoted in units of e: -0.3530 0.0332 -0.0072 0.0634 0.1483 0.0188 -0.2419 -0.0010 -0.3242 0.0567 -0.8012 0.5572 0.1209 -0.0238 0.0917 0.0585 0.1006 0.1188 0.1058 0.0755 0.0855 0.0747 -0.0704 -0.3611 -0.0798 -0.1694 -0.0869 -0.1345 -0.0834 -0.1592 -0.3707 -0.0718 -0.0876 -0.3866 -0.1414 0.0699 0.0459 0.0785 0.1201 0.0337 0.0740 0.0729 0.0991 0.0775 0.0981 0.1169 0.0553 0.0695 0.0768 0.0058 0.0771 0.0747